1.
The following is a DFT calculation (ωB97M-V/def2-TZVPD) of 26 unconnected molecules or ions with the total composition C80H219N7O26.

Atoms and positions in Å:
O -8.3537 -0.5246 -3.4256
O 0.6384 1.4797 -7.6308
O -0.8034 -3.0500 -2.2390
O -0.4656 6.4542 3.0368
O 3.9975 -1.1634 7.1518
O -3.5534 -4.6335 -3.1738
O -4.1349 3.4178 0.0915
O 5.0906 0.4663 4.9487
O 4.6703 -0.3887 -7.6751
O -5.0512 -0.4484 1.3992
O 4.5319 -5.5087 -2.4505
O -0.5216 -5.4843 -3.2046
O -3.6760 0.8262 -0.5347
O -0.7526 -3.4555 8.4919
O -1.3211 4.2264 -4.0297
O 2.0402 -3.2077 8.8724
O 2.1427 2.6017 -3.6547
O 0.0953 5.8354 -2.5608
O 4.0808 -2.2153 0.2394
O 1.3324 -3.8809 2.4088
O 3.1329 4.7130 0.8933
O -1.2107 -4.6597 3.1669
O 0.9779 5.6915 5.2893
O -4.2136 0.9961 7.0209
O 0.3977 0.6054 2.6457
O -3.8978 1.2632 -6.9962
N 2.6480 3.5591 -8.0351
N -2.6551 5.2122 -1.4094
N 2.7653 -1.2629 2.7261
N -1.2549 -1.3558 0.0341
N 3.2422 5.3536 -5.6850
N -8.3421 -4.1966 -4.0011
N 6.7737 -6.0354 -4.1947
C 5.7892 1.6621 5.0207
C -0.7718 -5.3969 -5.5642
C 0.6763 0.1731 -0.1454
C 3.4129 3.5223 0.1645
C 1.2434 6.5612 -2.8302
C -0.1614 5.8890 -1.1314
C 8.2498 -5.8635 -2.0649
C -2.8396 1.1529 6.6752
C -2.9536 -3.1392 9.1976
C -1.8944 0.3730 7.5953
C -0.9182 -3.2895 5.0833
C 0.2230 0.9349 4.0291
C 3.5294 -1.0579 3.9601
C -5.5785 4.5135 1.6030
C 3.6777 -0.0283 7.9703
C 3.3585 4.0958 -4.8874
C 4.2862 0.2879 3.8009
C -4.4741 0.0061 -6.5179
C -1.0160 -2.5686 10.6803
C 4.8170 3.6320 -0.3769
C -6.4535 3.9380 -0.6720
C -2.7484 -5.1369 5.0057
C 4.2824 -0.4412 -1.4511
C 4.1399 4.2467 -3.5858
C 1.8563 3.4705 5.1283
C -0.6548 -0.0789 1.9504
C 2.1059 0.1061 7.9624
C -4.3531 -1.0254 2.4628
C 4.4369 -2.3153 4.1304
C -8.6965 -2.9532 -3.3453
C -1.3232 -4.7063 4.5954
C 5.3379 0.6772 -5.7135
C 1.5437 1.4306 -8.7038
C -1.6386 6.8685 3.6819
C -1.5186 -3.4288 9.5990
C 1.4212 -4.1551 1.0725
C 5.0213 -1.5242 -0.6896
C 4.1605 0.0602 -6.3956
C 2.8288 2.7065 -10.4356
C 3.3594 5.3676 4.9238
C 0.2137 -5.4918 -4.4050
C -3.2751 -4.5757 -0.7904
C -5.4850 3.5707 0.4877
C 3.2625 2.4273 1.2082
C -0.7074 1.4535 -8.1699
C -4.2319 0.5043 -1.8311
C 4.2579 -0.1845 9.3518
C 3.5394 -1.0898 -5.6549
C -2.8371 6.7070 2.6613
C 2.2116 -4.2619 6.7040
C 5.8932 -5.1115 -2.1406
C -3.9337 0.0009 3.4684
C -8.1235 -1.7464 -4.1141
C -0.6280 -2.0231 -3.2247
C -0.9028 3.4522 -1.2512
C -5.2015 -2.1201 3.0237
C 6.8685 -6.1523 -2.7103
C -7.6627 0.5418 -4.0817
C 0.7867 -1.6894 -3.5594
C 6.1773 -0.8972 0.0898
C -4.2616 -1.0040 -2.0159
C 3.5923 -4.4365 -2.2736
C -3.5178 1.2985 -2.9142
C 2.8075 -4.1233 8.0806
C -1.5299 8.3554 4.0800
C -3.3314 -0.9445 -6.4112
C 1.2639 1.5060 -3.8111
C 1.3347 -5.6173 0.7424
C -2.7650 5.0539 -5.7874
C 1.0591 -6.7467 -4.5455
C -0.1121 -0.7801 0.7149
C 1.9738 3.4818 -4.7345
C -1.5086 4.3120 -5.4743
C 2.1027 4.8720 5.5574
C -2.6186 2.6608 6.6852
C -8.2421 -3.0620 -1.9098
C 2.0405 2.8483 -9.1142
C -4.0788 -5.1729 -1.9277
C -1.2945 4.8556 -0.8758
C -3.9797 -6.7017 -2.0074
H 2.4400 -3.7914 0.7955
H -3.4163 -4.3466 4.8542
H -0.4796 6.9298 -0.8503
H 3.6732 5.4706 0.4814
H -4.7975 -2.5892 3.9404
H 4.9379 0.0719 -2.1112
H 1.2815 -0.2719 -0.9888
H 2.4928 -3.0524 9.7226
H -1.0443 -2.3435 -4.1775
H 3.5017 -0.9084 -2.0456
H -4.6482 1.8126 -7.1926
H 0.8953 -4.5702 -4.4252
H 1.0982 0.6657 4.6139
H -7.3146 -4.2635 -4.0575
H 2.7908 2.9078 5.3215
H -6.3016 3.2534 -1.4916
H -0.7047 6.0958 2.1648
H 3.8586 2.7565 2.0158
H 6.0402 -6.6149 -4.6184
H 3.8363 -3.1600 4.0484
H 5.2270 -2.3810 3.3736
H 0.2086 1.9272 -3.8450
H -4.4403 -0.1432 0.6836
H -4.8547 0.4208 3.8186
H -0.3844 -4.6556 -2.7409
H -3.6687 -3.4308 10.0107
H 1.0673 0.9073 -9.5101
H -3.6933 1.7702 -0.4750
H -5.2764 0.8413 -1.8458
H -0.9078 0.6800 7.3051
H 1.0586 7.5944 -2.6442
H -8.6191 -2.2013 -1.4085
H -3.7269 0.9403 -3.9394
H 4.2892 4.7427 5.1026
H 1.5317 -6.8680 -3.5879
H -0.0937 -2.9153 4.4090
H -0.8959 8.4745 4.9778
H -1.2161 8.8105 3.1640
H -2.6472 -4.9001 -3.2447
H -2.5693 -0.6321 -5.7196
H 4.1437 0.9151 7.5482
H -1.4891 3.2749 -5.8793
H 3.6304 6.3347 5.2961
H 3.3886 4.4636 -2.8042
H 8.1320 -5.4857 -1.0858
H 3.8811 3.3259 -5.4446
H -6.6253 4.6633 1.8598
H -3.4104 -0.5475 4.2534
H 1.0875 3.3860 -9.3375
H 3.2451 5.4076 3.8143
H 1.1309 -4.3919 6.7771
H 3.8419 -3.5664 -2.9282
H -2.8556 6.1870 -1.2375
H 2.8583 -5.0597 8.6526
H 3.2766 -0.8636 -4.6256
H 4.7694 3.3639 -3.2687
H -3.8209 -4.4819 0.1695
H -5.1262 -4.8678 -1.9605
H -5.7417 2.5625 0.8266
H 4.8971 4.5982 -0.8695
H -3.5936 -1.9166 -6.1401
H 4.2596 0.7073 9.9814
H -0.0549 0.7908 -0.6557
H -7.5118 3.9313 -0.3450
H 2.0967 6.1516 -2.2568
H -2.6662 0.7938 5.6388
H -0.0948 1.9947 4.0741
H -0.6317 -1.7147 10.1893
H -2.9245 -6.9868 -2.0570
H -1.6281 2.9099 6.3076
H 2.0214 3.5747 -7.2556
H 6.5861 -5.0970 -4.4552
H -6.6743 0.1872 -4.3719
H 1.8936 -0.6818 2.6807
H -3.7528 4.2389 -0.3513
H 2.4072 0.7876 -8.4077
H -6.2133 5.0255 -0.9009
H -1.6231 -4.5056 10.0536
H 2.2398 2.0536 -11.0831
H 5.5235 3.6922 0.4466
H -5.0113 4.0863 2.4690
H 6.4630 1.5775 5.8562
H -1.4113 0.6595 1.7069
H -1.4690 1.3063 -7.4067
H -3.0265 -3.5647 -1.0635
H 4.1087 -1.1384 -7.9955
H 1.4396 0.9148 -2.8617
H -0.6841 4.8912 -3.7007
H 6.4680 -7.1237 -2.4897
H 1.5264 6.4406 -3.9042
H 4.6810 -0.9831 6.4713
H 3.6385 -1.6315 0.9436
H -3.1195 -3.8504 8.3778
H -1.1190 3.1644 -2.2520
H 2.9054 3.6430 -11.0425
H -6.2072 -1.7335 3.3158
H 2.8231 -0.9009 4.8192
H 5.7643 0.0064 0.5962
H -1.3222 2.7653 -0.5959
H -1.7225 -2.2747 11.4721
H 2.2042 2.2652 1.4395
H 1.5249 2.9450 -5.5614
H 2.2807 -3.3517 6.1025
H -1.4872 -6.2541 -5.4977
H -5.3419 -2.8881 2.3100
H -8.6128 -3.9672 -1.4610
H 2.2460 4.8728 6.6542
H 0.9482 -1.0565 -4.3835
H 2.0966 -6.1221 1.4103
H -1.7425 -2.0078 0.6053
H 6.6667 -1.6259 0.7556
H -1.8962 -0.7346 7.6264
H 4.9090 5.0875 -3.6254
H 6.1621 -0.0354 -5.5898
H 0.6987 5.5564 -0.5327
H 5.0238 1.0570 -4.6998
H -2.3894 -5.1446 -0.6202
H -5.1743 -0.3049 -7.2554
H 2.5198 -2.2703 2.6863
H -8.6632 -1.6739 -5.0813
H -1.8538 6.2824 4.6013
H -2.6921 -5.3709 6.0690
H -3.7735 7.0695 3.0645
H -2.7613 3.0696 7.7229
H -2.6493 5.1690 -2.4104
H -4.6999 -1.3902 -1.0664
H -4.5711 -6.9927 -2.8745
H 0.8553 5.8625 4.3394
H 2.7635 -5.0044 6.1219
H 3.3600 0.8569 -6.5682
H 0.3623 -6.0161 0.9578
H -1.7475 -2.5173 4.9422
H 0.2255 3.2949 -1.2545
H -0.8486 -2.4776 -1.4572
H 8.7988 -5.1113 -2.6805
H 3.6577 1.4236 0.9835
H 5.6279 1.6327 -6.2028
H -0.5455 -5.4019 5.0374
H 5.3123 -0.4098 9.2165
H -1.3626 4.8584 0.2223
H -2.7515 5.3292 -6.7684
H -2.7234 5.9541 -5.2325
H 0.2162 -3.3664 8.6994
H 5.2091 2.7787 -0.9437
H 0.4615 -4.1787 2.8106
H 3.8808 2.3035 -10.3096
H 1.3400 -2.5660 -3.8114
H 1.5166 -0.7586 8.3216
H -0.9322 2.3497 -8.7987
H -1.8765 -0.6028 -0.2545
H -3.7505 4.6137 -5.5316
H 0.9940 2.9331 5.5830
H -5.2006 5.4457 1.2589
H 4.0854 5.8949 -5.7814
H 0.3386 -7.5920 -4.7376
H 1.6970 -6.7602 -5.3944
H -3.4785 -1.5801 2.0142
H -3.2876 -1.4277 -2.1124
H -2.5967 7.3237 1.7661
H 2.7893 5.2375 -6.6073
H 6.3307 1.8246 4.0419
H -7.1518 -3.0227 -1.9256
H -0.1919 -5.1903 -6.5161
H 4.2707 -1.9308 -5.7060
H 1.5529 0.8520 -4.7176
H 8.8658 -6.7780 -2.0628
H -0.0854 -3.0864 11.1323
H 1.2241 4.2459 -4.5385
H -3.0772 -2.1076 8.7865
H 1.8396 0.3354 6.9153
H -2.3985 1.1779 -2.6963
H 3.6263 1.1848 3.7216
H -3.0820 -5.9981 4.4755
H -1.1740 -0.8100 2.5660
H 3.6253 -4.1230 -1.2186
H -0.5445 -3.2152 6.0583
H -0.7917 0.5605 -8.7520
H -8.6082 -4.1017 -5.0156
H -7.4990 1.2753 -3.2414
H -3.6761 2.3481 -2.9594
H 5.3795 -2.4148 -1.2514
H -3.3719 3.0951 6.0301
H -0.6834 4.8551 -6.0935
H 3.8216 -3.7628 7.9906
H 2.6718 3.4461 -0.6993
H -2.0906 0.7197 8.6242
H -8.1652 1.1217 -4.9488
H -4.4145 0.0794 6.9520
H 3.7611 -0.9873 9.9071
H -1.1403 -1.1325 -2.8667
H 3.5244 3.1589 -7.7905
H 4.8495 -2.2743 5.1442
H 5.9847 -4.9654 -1.0812
H 0.6913 -3.5581 0.5014
H 6.9487 -0.5616 -0.6832
H 0.5669 -1.5530 1.1026
H -0.6217 0.3537 4.4013
H -4.5036 -7.1615 -1.1573
H 2.6320 -4.7927 -2.5591
H -2.5234 8.8173 4.3272
H -7.0424 -1.9982 -4.2927
H 1.7285 0.9218 8.5945
H 1.6026 3.5060 4.0621
H 6.1869 -4.1745 -2.6786
H -1.4257 -4.5778 -5.3747
H 3.8128 0.2159 -0.7554
H -1.8165 -5.2114 2.6542
H 2.6196 -1.4642 -6.0994
H -9.7609 -2.8464 -3.3085
H -4.8331 -1.2964 -2.8731
H -3.4458 0.8485 2.9650
H 4.9160 0.2844 2.8821
H 5.0960 2.4659 5.2117
H -2.9814 -1.0059 -7.4342
H 1.5991 -5.7943 -0.2931
H -4.9657 0.2289 -5.5884
H -2.9240 5.6655 2.2881
H 1.1615 0.8229 0.5400
H 1.3427 -1.2282 -2.7786

## Properties
DFT total energy ... -150169.2810 eV



2.
The following is a DFT calculation (ωB97M-V/def2-TZVPD) of C6H13N3O2 in the gas phase.

Atoms and positions in Å:
O -0.9264 -1.8659 1.0545
O -3.0961 -1.2972 -0.2661
N -2.1336 -0.6526 -0.6547
N -0.1432 0.2177 -0.0950
N -0.9452 -0.9282 -0.0747
C 0.0604 0.8649 1.1997
C 1.4102 2.2278 -0.4550
C 2.1596 0.9338 -0.5660
C 1.0844 -0.1327 -0.7906
C 0.4362 2.3391 0.8167
C 1.6825 -1.4512 -0.4331
H 2.3049 2.9731 -0.3810
H 2.8234 0.8104 -1.4537
H 1.0746 -2.3310 -0.7067
H -0.4736 2.9512 0.4176
H 2.6854 -1.6195 -0.8712
H 0.9359 2.8245 1.6640
H 0.8325 0.3681 1.7347
H -0.8553 0.7648 1.7720
H 0.8023 -0.0876 -1.8686
H -1.8697 -1.9978 1.0657
H 2.8947 0.6431 0.2736
H 0.9417 2.4722 -1.4344
H 1.6365 -1.6155 0.6222

## Properties
Energy above the lowest of the compared OMol25 structures with the same formula, charge and spin ... 124.27 kcal/mol
SMILES ... C[C@@H]1CCCCN1N(O)N=O